Entry i
ORCA calculation (wB97M-V/def2-TZVPD) on one molecule with the formula C3H6N2.

Structure (XYZ):
```
11
C3H6N2 wB97M-V/def2-TZVPD
C -1.37 -0.31 -1.35
C 1.41 0.30 0.37
C 0.14 -0.02 1.14
H -1.98 -0.48 -0.41
H -1.88 0.00 -2.24
H 1.39 1.34 0.02
H 2.42 -0.08 0.70
H 0.19 -0.67 2.02
H -0.68 0.78 1.19
N -0.09 -0.28 -1.30
N 0.44 -0.59 -0.14
```

Lowest unoccupied orbital energy (eV): 1.2

=====

Entry ii
ORCA calculation (wB97M-V/def2-TZVPD) on one molecule with the formula C3H6N2.

Structure (XYZ):
```
11
C3H6N2 wB97M-V/def2-TZVPD
C 0.19 0.98 0.06
C 1.17 -0.23 -0.02
C -0.88 -1.06 0.07
H 0.26 1.45 1.06
H 0.17 1.77 -0.77
H 1.96 -0.33 0.77
H 1.71 -0.30 -0.93
H -1.60 -1.80 0.00
H -2.15 0.65 -0.30
N 0.31 -1.42 0.02
N -1.15 0.30 0.04
```

Lowest unoccupied orbital energy (eV): 1.0

=====

Entry iii
ORCA calculation (wB97M-V/def2-TZVPD) on one molecule with the formula C3H6N2.

Structure (XYZ):
```
11
C3H6N2 wB97M-V/def2-TZVPD
C 1.30 -1.12 -0.23
N 0.50 -0.18 0.49
C -1.48 1.39 0.04
C -0.63 0.27 -0.05
N -1.44 0.19 -1.01
H 0.93 -2.13 -0.12
H 2.32 -1.05 0.15
H 1.28 -0.85 -1.29
H 0.55 -0.19 1.50
H -2.28 1.34 0.75
H -1.15 2.39 -0.25
```

Lowest unoccupied orbital energy (eV): 0.9

=====

Entry iv
ORCA calculation (wB97M-V/def2-TZVPD) on one molecule with the formula C3H6N2.

Structure (XYZ):
```
11
C3H6N2 wB97M-V/def2-TZVPD
C 1.41 -1.02 -0.28
N 0.54 -0.68 0.84
C -1.67 1.79 -0.18
C -1.18 0.62 0.10
N -0.82 -0.53 0.37
H 1.05 -1.87 -0.88
H 2.40 -1.26 0.13
H 1.52 -0.15 -0.94
H 0.48 -1.51 1.43
H -2.12 2.39 0.60
H -1.62 2.20 -1.19
```

Lowest unoccupied orbital energy (eV): 1.1

=====

Most stable to least stable, the ends of the list are entry ii and entry i.

=====

Entry i
ORCA calculation (wB97M-V/def2-TZVPD) on a 2-piece molecular cluster, C3H6N2 overall.

Structure (XYZ):
```
11
C3H6N2 wB97M-V/def2-TZVPD
C 1.47 -0.50 0.22
N 0.18 -0.50 0.45
C -0.86 -0.27 -0.38
C -2.15 -0.23 0.17
N -3.22 -0.19 0.64
H 1.82 -0.51 -0.80
H 2.15 -0.63 1.05
H 1.06 1.81 -0.59
H -0.08 -0.55 1.43
H 0.31 1.85 -0.74
H -0.69 -0.28 -1.44
```

Lowest unoccupied orbital energy (spin up / spin down) (eV): 0.3 / 0.3

=====

Entry ii
ORCA calculation (wB97M-V/def2-TZVPD) on one molecule with the formula C3H6N2.

Structure (XYZ):
```
11
C3H6N2 wB97M-V/def2-TZVPD
C -1.11 -0.37 -0.29
C 0.91 0.99 -0.04
C 1.29 -0.48 0.21
H -2.92 -0.14 0.27
H -1.18 -1.56 -0.27
H 0.21 1.49 0.66
H 1.53 1.55 -0.80
H 1.06 -0.90 1.15
H 2.08 -0.98 -0.23
N -2.08 0.45 0.06
N 0.21 -0.06 -0.72
```

Lowest unoccupied orbital energy (eV): 1.1

=====

Most stable to least stable, the ends of the list are entry ii and entry i.